# 1
{
  "formula": "C44H69BiClFN2O3Se",
  "method": "ωB97M-V with the def2-TZVPD basis set",
  "homo_energy_ev": -1.85,
  "total_energy_ha": -5229.4724,
  "total_charge": -2,
  "de_lowest_ev": 0.138,
  "homo_lumo_gap_ev": 5.910,
  "elements": ["Bi", "C", "N", "C", "C", "C", "N", "C", "C", "C", "C", "C", "C", "C", "O", "C", "C", "C", "C", "C", "C", "C", "C", "C", "C", "C", "C", "C", "C", "C", "O", "C", "C", "C", "C", "C", "C", "C", "C", "H", "H", "H", "H", "H", "H", "H", "H", "H", "H", "H", "H", "H", "H", "H", "H", "H", "H", "H", "H", "H", "H", "H", "H", "H", "H", "H", "H", "H", "H", "H", "H", "H", "H", "H", "H", "H", "H", "H", "H", "H", "H", "H", "H", "H", "H", "H", "H", "H", "H", "H", "H", "H", "H", "O", "H", "H", "F", "Cl", "C", "H", "H", "C", "C", "C", "C", "C", "C", "Se", "C", "C", "C", "H", "H", "H", "H", "H", "H", "H", "H", "H", "H", "H"],
  "positions_angstrom": [[-1.462, -1.146, 1.136], [-2.210, -5.191, 0.382], [-0.984, -4.622, 0.905], [-0.612, -5.327, 2.124], [0.123, -4.679, -0.038], [-0.091, -3.874, -1.314], [0.346, -2.484, -1.256], [1.828, -2.445, -1.259], [2.532, -1.213, -0.750], [3.244, -0.401, -1.620], [4.005, 0.669, -1.171], [4.031, 0.884, 0.208], [3.374, 0.090, 1.130], [2.581, -1.015, 0.661], [1.930, -1.810, 1.448], [3.533, 0.366, 2.629], [4.385, 1.607, 2.905], [4.225, -0.832, 3.302], [2.162, 0.601, 3.285], [4.749, 1.624, -2.098], [6.204, 1.814, -1.644], [4.778, 1.094, -3.531], [4.031, 2.984, -2.090], [-0.289, -1.820, -2.409], [-0.177, -0.334, -2.632], [0.311, 0.088, -3.866], [0.199, 1.397, -4.310], [-0.388, 2.299, -3.422], [-0.905, 1.944, -2.187], [-0.842, 0.573, -1.769], [-1.517, 0.198, -0.710], [-1.617, 3.000, -1.326], [-3.095, 2.621, -1.113], [-1.600, 4.380, -1.989], [-0.911, 3.124, 0.036], [0.484, 1.831, -5.753], [-0.866, 2.108, -6.442], [1.202, 0.747, -6.563], [1.326, 3.114, -5.815], [-2.072, -6.246, 0.075], [-2.588, -4.626, -0.469], [-2.972, -5.165, 1.163], [-0.512, -6.414, 1.942], [-1.375, -5.165, 2.886], [0.337, -4.947, 2.500], [0.325, -5.730, -0.324], [1.003, -4.307, 0.489], [-1.152, -3.868, -1.566], [0.424, -4.396, -2.142], [2.184, -2.678, -2.280], [2.152, -3.259, -0.609], [3.185, -0.632, -2.678], [4.615, 1.721, 0.576], [5.406, 1.497, 2.526], [4.442, 1.764, 3.986], [3.940, 2.502, 2.459], [5.222, -0.985, 2.876], [3.641, -1.737, 3.154], [4.329, -0.659, 4.380], [1.668, 1.472, 2.844], [2.277, 0.771, 4.361], [1.525, -0.267, 3.132], [6.711, 0.847, -1.587], [6.263, 2.285, -0.660], [6.744, 2.449, -2.356], [5.279, 0.122, -3.574], [5.320, 1.790, -4.180], [3.764, 0.981, -3.912], [4.034, 3.411, -1.083], [2.989, 2.855, -2.395], [4.517, 3.696, -2.770], [-1.358, -2.023, -2.323], [0.062, -2.323, -3.330], [0.747, -0.669, -4.512], [-0.486, 3.330, -3.743], [-3.598, 2.485, -2.075], [-3.607, 3.417, -0.560], [-3.169, 1.698, -0.546], [-2.122, 4.371, -2.951], [-0.578, 4.742, -2.144], [-2.112, 5.091, -1.335], [-0.936, 2.176, 0.567], [-1.413, 3.872, 0.659], [0.133, 3.424, -0.105], [-1.492, 1.212, -6.414], [-0.717, 2.403, -7.488], [-1.405, 2.906, -5.928], [0.584, -0.149, -6.660], [2.149, 0.465, -6.098], [1.414, 1.122, -7.569], [0.850, 3.933, -5.270], [1.453, 3.429, -6.856], [2.311, 2.953, -5.381], [1.870, -3.754, 3.298], [1.133, -3.407, 3.819], [1.954, -3.088, 2.569], [-2.247, 0.655, 1.889], [-3.775, -2.129, -1.346], [-3.587, -1.702, 0.395], [-3.970, -2.544, 0.962], [-4.194, -0.815, 0.573], [-6.600, 1.699, 6.643], [-5.640, 0.830, 5.868], [-4.294, 1.157, 5.765], [-3.388, 0.353, 5.080], [-1.958, 0.789, 4.954], [-3.836, -0.838, 4.481], [-2.569, -2.043, 3.655], [-5.198, -1.163, 4.542], [-5.782, -2.392, 3.890], [-6.071, -0.326, 5.238], [-6.100, 2.601, 7.002], [-6.997, 1.166, 7.511], [-7.450, 2.002, 6.026], [-3.937, 2.076, 6.224], [-1.783, 1.732, 5.478], [-1.721, 0.918, 3.896], [-1.283, 0.026, 5.344], [-5.036, -2.900, 3.285], [-6.629, -2.118, 3.256], [-6.142, -3.093, 4.650], [-7.127, -0.595, 5.279]]
}

***

# 2
{
  "formula": "C44H70BN20O3",
  "method": "ωB97M-V with the def2-TZVPD basis set",
  "homo_energy_ev": -4.01,
  "total_energy_ha": -3063.9732,
  "total_charge": -1,
  "homo_lumo_gap_ev": 5.557,
  "elements": ["C", "C", "C", "C", "C", "B", "O", "C", "C", "N", "C", "O", "N", "O", "H", "H", "H", "H", "H", "H", "H", "H", "H", "H", "H", "H", "H", "H", "H", "H", "C", "C", "N", "H", "H", "H", "C", "C", "N", "H", "H", "H", "C", "C", "N", "H", "H", "H", "C", "C", "N", "H", "H", "H", "C", "C", "N", "H", "H", "H", "C", "C", "N", "H", "H", "H", "C", "C", "N", "H", "H", "H", "C", "C", "N", "H", "H", "H", "C", "C", "N", "H", "H", "H", "C", "C", "N", "H", "H", "H", "C", "C", "N", "H", "H", "H", "C", "C", "N", "H", "H", "H", "C", "C", "N", "H", "H", "H", "C", "C", "N", "H", "H", "H", "C", "C", "N", "H", "H", "H", "C", "C", "N", "H", "H", "H", "C", "C", "N", "H", "H", "H", "C", "C", "N", "H", "H", "H"],
  "positions_angstrom": [[-0.492, -1.856, 1.741], [-0.686, -2.484, 0.735], [-1.021, -3.275, -0.464], [-0.603, -2.597, -1.789], [-1.329, -1.228, -1.988], [-0.330, 0.069, -2.206], [0.298, 0.072, -3.566], [0.759, 0.310, -1.003], [2.105, -0.407, -1.152], [3.264, 0.315, -0.568], [-1.328, 1.417, -2.186], [-2.117, 1.531, -0.953], [-1.569, 2.399, -0.072], [-1.919, 2.110, 1.031], [-0.182, -1.052, 2.379], [-0.574, -4.270, -0.342], [-2.117, -3.353, -0.479], [0.483, -2.544, -1.919], [-0.974, -3.275, -2.577], [-2.033, -1.094, -1.154], [-1.948, -1.315, -2.903], [-0.423, 0.257, -4.182], [0.976, 1.395, -1.002], [0.304, 0.104, -0.025], [2.340, -0.659, -2.193], [2.010, -1.377, -0.630], [3.561, -0.211, 0.248], [2.996, 1.240, -0.250], [-2.049, 1.276, -3.009], [-0.724, 2.324, -2.310], [2.730, -3.374, -5.518], [2.107, -2.125, -5.094], [1.612, -1.137, -4.764], [3.666, -3.199, -6.034], [2.941, -4.026, -4.670], [2.078, -3.921, -6.197], [-0.089, 5.343, 1.803], [0.843, 4.336, 1.317], [1.578, 3.544, 0.934], [-0.538, 5.894, 0.979], [-0.899, 4.891, 2.372], [0.411, 6.062, 2.451], [5.006, -3.244, 0.740], [4.124, -2.395, 1.520], [3.427, -1.724, 2.140], [5.546, -2.671, -0.012], [5.746, -3.732, 1.371], [4.450, -4.026, 0.222], [-1.945, -4.358, -5.529], [-0.769, -5.060, -6.021], [0.165, -5.614, -6.392], [-1.661, -3.458, -4.982], [-2.595, -4.058, -6.350], [-2.524, -4.987, -4.856], [2.520, -4.897, 4.531], [2.791, -5.265, 3.151], [3.007, -5.539, 2.058], [2.925, -5.636, 5.222], [2.967, -3.932, 4.770], [1.449, -4.821, 4.711], [-5.170, 2.622, -0.658], [-6.140, 3.089, -1.633], [-6.911, 3.462, -2.399], [-4.232, 2.326, -1.131], [-4.934, 3.397, 0.072], [-5.543, 1.761, -0.108], [6.719, -0.885, 4.360], [7.004, -1.215, 2.976], [7.236, -1.479, 1.882], [7.109, -1.643, 5.035], [7.169, 0.069, 4.638], [5.646, -0.810, 4.539], [10.201, -0.222, 0.391], [11.350, 0.309, 1.106], [12.258, 0.726, 1.672], [9.526, 0.574, 0.079], [10.505, -0.764, -0.504], [9.627, -0.908, 1.014], [5.523, -1.373, -8.394], [4.808, -2.637, -8.330], [4.236, -3.630, -8.270], [5.811, -1.135, -9.418], [4.908, -0.554, -8.024], [6.425, -1.401, -7.792], [-8.384, 1.803, 1.712], [-7.430, 0.841, 1.181], [-6.693, 0.061, 0.775], [-8.860, 2.379, 0.918], [-9.172, 1.299, 2.270], [-7.904, 2.511, 2.387], [-1.432, 9.149, 2.408], [-2.095, 7.854, 2.392], [-2.615, 6.831, 2.374], [-1.115, 9.439, 1.407], [-2.097, 9.925, 2.785], [-0.549, 9.129, 3.045], [-9.969, -2.033, 2.052], [-10.717, -0.919, 2.616], [-11.296, -0.029, 3.055], [-9.050, -1.686, 1.576], [-9.692, -2.760, 2.819], [-10.553, -2.557, 1.297], [-10.128, 5.215, -1.395], [-10.913, 4.543, -0.373], [-11.534, 4.012, 0.435], [-9.593, 4.498, -2.019], [-10.758, 5.818, -2.047], [-9.387, 5.877, -0.949], [8.127, -4.911, 5.969], [7.411, -3.760, 6.497], [6.842, -2.851, 6.908], [9.071, -4.611, 5.517], [8.347, -5.631, 6.756], [7.540, -5.420, 5.205], [10.429, 2.659, 4.104], [9.081, 2.385, 4.580], [8.018, 2.168, 4.955], [11.067, 3.008, 4.915], [10.889, 1.767, 3.679], [10.422, 3.427, 3.331], [-14.000, 6.761, 0.867], [-13.232, 7.680, 0.042], [-12.625, 8.403, -0.611], [-15.065, 6.983, 0.823], [-13.861, 5.730, 0.541], [-13.694, 6.817, 1.911], [9.493, -0.895, -6.457], [8.147, -1.050, -5.925], [7.086, -1.171, -5.505], [10.178, -0.534, -5.691], [9.880, -1.843, -6.829], [9.510, -0.181, -7.280], [-7.622, -4.348, 5.085], [-8.771, -4.559, 4.220], [-9.678, -4.718, 3.533], [-6.996, -3.537, 4.713], [-7.935, -4.091, 6.096], [-7.006, -5.244, 5.144]]
}